[1]
# C2H5NO

A structure of composition C2H5NO (ωB97M-V/def2-TZVPD, the Open Molecules 2025 dataset).

Properties
highest occupied orbital energy	-10.608	eV
net charge	0
ΔE to the lowest compared entry with this formula, charge and spin	286.36	kJ/mol
LUMO energy	0.9200	eV
HOMO-LUMO gap	11.528	eV
total energy	-209.11326	hartree

Each line ends with the Löwdin charge.
Atoms and positions in Å:
C1 0.2559 -0.3612 1.2225  -0.0566
C2 0.1023 -0.2595 -0.7180  -0.5604
O1 0.4869 -1.0947 -1.4330  0.1623
N1 -0.2890 0.5963 0.0651  0.0630
H1 -0.2242 -1.3524 1.2849  0.0931
H2 -0.0406 0.2637 2.0354  0.0659
H3 1.3460 -0.5241 1.2166  0.0926
H4 -0.4859 1.3191 -2.1009  0.0673
H5 -1.1438 1.3009 -1.7586  0.0728

Forces on atoms 1 to 6 (eV/Å):
C -0.16 0.44 0.97
C 0.02 -0.22 -1.60
O -0.10 0.19 -0.15
N 0.97 -1.80 1.12
H -0.11 0.57 -0.18
H 0.13 -0.15 1.01

***

[2]
# C7H15N3Si

The molecule C7H15N3Si (ωB97M-V/def2-TZVPD, the Open Molecules 2025 dataset).

Properties
highest occupied orbital energy	-6.941	eV
net charge	0
ΔE to the lowest compared entry with this formula, charge and spin	267.88	kJ/mol
LUMO energy	0.1640	eV
HOMO-LUMO gap	7.105	eV
total energy	-729.33540	hartree

Each line ends with the Löwdin charge.
Atoms and positions in Å:
C1 -2.9538 -1.2865 -0.2583  -0.2404
C2 -1.0938 -2.8830 -0.2281  -0.0144
C3 0.2984 -4.8805 0.2900  -0.0814
C4 1.1213 1.6893 1.4404  -0.1813
C5 -1.4725 3.2357 0.4198  -0.2061
C6 0.1891 1.8472 -1.4897  -0.2272
C7 0.0871 -3.3463 0.3596  -0.2211
N1 -2.1984 -2.4817 -0.2718  0.1678
N2 -2.4224 -0.2077 0.0894  -0.1355
N3 -1.2674 0.1056 0.3548  -0.0993
Si1 -0.4154 1.6622 0.2364  0.4537
H1 -3.9638 -1.3525 -0.5230  0.0737
H2 -0.4509 -5.4370 0.8931  0.0878
H3 1.1964 -4.9663 0.8085  0.0443
H4 0.2592 -5.3251 -0.7314  0.0956
H5 0.7463 1.2568 2.3113  -0.0303
H6 2.0351 1.2568 1.0109  0.0200
H7 1.3973 2.6529 1.9538  0.0377
H8 -0.9785 4.1780 0.8438  0.0460
H9 -1.8456 3.6794 -0.5123  0.0169
H10 -2.3216 3.0821 1.0737  0.0024
H11 0.5877 2.9294 -1.6921  0.0718
H12 0.9357 1.0981 -1.7636  0.0151
H13 -0.6981 1.8063 -2.1335  0.0218
H14 1.0576 -2.9271 0.1188  0.1166
H15 -0.0781 -2.9665 1.4459  0.1659

Forces on atoms 1 to 6 (eV/Å):
C -0.69 -2.55 -0.09
C -2.18 2.36 -0.63
C -2.35 -0.08 -0.06
C -0.48 1.71 -0.89
C 0.40 1.65 0.72
C 0.54 1.71 -0.99

***

[3]
# C12H26N2O3PRuS4

A structure of composition C12H26N2O3PRuS4 (ωB97M-V/def2-TZVPD, the Open Molecules 2025 dataset).

Properties
highest occupied orbital energy (alpha / beta)	-11.086 / -10.901	eV
net charge	+1
ΔE to the lowest compared entry with this formula, charge and spin	98.96	kJ/mol
LUMO energy (alpha / beta)	-4.4473 / -5.7931	eV
HOMO-LUMO gap (alpha / beta)	6.638 / 5.108	eV
multiplicity	5
total energy	-2836.90398	hartree

Each line ends with the Löwdin charge.
Atoms and positions in Å:
Ru1 8.8120 7.6568 10.3016  0.5724
C1 9.3963 5.0660 6.5461  -0.0986
C2 9.5190 5.8240 7.8634  -0.7190
S1 8.1600 5.9759 8.8718  0.6971
C3 10.7747 6.3629 8.2640  -0.6916
C4 12.0228 6.2511 7.3938  -0.0820
S2 10.9042 7.1465 9.7777  0.6970
H1 8.3649 4.7148 6.4165  0.0736
H2 10.0639 4.1939 6.5342  0.0944
H3 9.6240 5.7105 5.7035  0.0921
H4 11.9913 5.3035 6.8575  0.0791
H5 12.8973 6.2385 8.0331  0.0746
H6 12.1237 7.0724 6.6836  0.1004
C5 5.0324 11.6100 8.6664  -0.0592
N1 6.2928 10.8753 8.6643  0.0335
C6 6.5146 9.6510 9.2056  -0.5589
N2 5.4452 8.9903 9.7588  0.1979
O1 7.6809 9.1620 9.1426  -0.1850
H7 5.1586 12.5967 8.2183  0.0969
H8 4.6507 11.7414 9.6811  0.0920
H9 4.2998 11.0776 8.0514  0.0918
H10 7.1315 11.3574 8.3358  0.1613
H11 4.4837 9.2989 9.6477  0.1111
H12 5.5954 7.9968 9.9338  0.1092
C7 6.2725 8.6072 16.2444  -0.0408
C8 6.5653 9.4908 15.0349  -0.3880
C9 5.8725 9.0496 13.7549  -0.0889
O2 8.0573 9.5451 14.8937  -0.3376
P1 9.1088 8.6449 14.0032  -0.1326
S3 10.8570 9.0531 14.6503  0.3766
S4 8.7693 9.2105 12.0556  0.4017
O3 8.5042 7.1792 14.2834  -0.3069
C10 9.0633 5.8842 13.7604  -0.4018
C11 10.5303 5.9560 13.4341  -0.0910
C12 8.1784 5.4607 12.6208  -0.0524
H13 5.2102 8.6409 16.4851  0.0861
H14 6.8337 8.9454 17.1129  0.0887
H15 6.5589 7.5771 16.0259  0.0763
H16 6.3301 10.5473 15.2468  0.1467
H17 6.1311 8.0186 13.5376  0.0607
H18 6.1237 9.6799 12.9088  0.0367
H19 4.7937 9.1047 13.8961  0.0887
H20 8.8977 5.2149 14.6062  0.1517
H21 10.6890 6.6002 12.5587  0.0201
H22 10.8569 4.9438 13.1802  0.1004
H23 11.1100 6.3392 14.2685  0.0515
H24 8.3067 6.1658 11.7611  -0.0230
H25 7.1276 5.4366 12.9006  0.0953
H26 8.4876 4.4721 12.2788  0.1015

Forces on atoms 1 to 6 (eV/Å):
Ru -0.77 1.43 0.09
C -0.56 -0.08 0.74
C 1.88 0.23 -0.33
S -0.10 -0.01 -0.16
C -1.26 -0.65 -1.03
C -0.68 -0.34 0.73

***

[4]
# C19H33Cl20F6NO4S

A cluster of 11 separate species, C19H33Cl20F6NO4S in total (ωB97M-V/def2-TZVPD, the Open Molecules 2025 dataset).

Properties
highest occupied orbital energy	-10.654	eV
net charge	0
LUMO energy	-0.0077	eV
HOMO-LUMO gap	10.647	eV
total energy	-11300.68556	hartree
SMILES	N[C@@]1(CCCC(F)(F)C(F)(F)F)OS(=O)(=O)O[C@@H]1CCF.ClCCl.ClCCl.ClCCl.ClCCl.ClCCl.ClCCl.ClCCl.ClCCl.ClCCl.ClCCl

Each line ends with the Löwdin charge.
Atoms and positions in Å:
N1 -1.6139 -0.7394 0.7274  0.1695
C1 -0.9363 -0.5851 1.9589  -0.4356
C2 -1.7590 -0.7040 3.2076  -0.1031
C3 -2.8913 0.3039 3.3751  -0.1421
C4 -4.1877 -0.0691 2.6370  -0.0615
C5 -4.8265 1.0217 1.8256  -0.4342
F1 -5.1138 2.0840 2.6289  0.1117
F2 -6.0088 0.5364 1.3307  0.1130
C6 -4.0900 1.5669 0.5822  -0.4753
F3 -2.8279 1.9965 0.8401  0.0934
F4 -4.7970 2.6327 0.1104  0.1463
F5 -4.0366 0.6112 -0.3887  0.1492
O1 -0.0125 -1.7778 2.1102  -0.1724
S1 1.2669 -1.5260 1.2800  0.5612
O2 1.1085 -1.4908 -0.1378  -0.2419
O3 2.3253 -2.3391 1.7570  -0.2365
O4 1.3966 0.0051 1.7081  -0.1458
C7 0.0844 0.5772 1.8947  -0.2248
C8 0.2063 1.5210 3.0973  -0.0871
C9 0.4771 2.9371 2.6439  -0.1917
F6 1.5694 2.9720 1.7999  -0.0297
H1 -2.5455 -1.1054 0.8035  0.0832
H2 -1.5748 0.0594 0.1195  0.0769
H3 -1.0777 -0.5661 4.0362  0.1279
H4 -2.1514 -1.7117 3.2704  0.1398
H5 -2.5902 1.3182 3.1537  0.0995
H6 -3.1276 0.2885 4.4304  0.1211
H7 -4.0503 -0.9599 2.0400  0.1199
H8 -4.9423 -0.3226 3.3696  0.1366
H9 -0.0907 1.1952 1.0226  0.1108
H10 1.0191 1.1532 3.7094  0.1391
H11 -0.6895 1.5535 3.7023  0.1047
H12 0.6736 3.5636 3.5048  0.1237
H13 -0.3755 3.3155 2.0872  0.1106
Cl1 -0.7991 2.9085 -1.1811  0.5612
C10 -1.4413 4.2502 -2.1377  -0.9695
Cl2 -2.1810 5.4769 -1.1025  0.5510
H14 -0.6316 4.7023 -2.6960  0.0342
H15 -2.1960 3.8582 -2.8076  0.0335
Cl3 -5.8261 6.9114 -3.0029  0.5037
C11 -5.8380 6.0965 -1.4345  -1.0492
Cl4 -6.8437 6.9409 -0.2505  0.5035
H16 -6.2316 5.0969 -1.5692  0.0212
H17 -4.8226 6.0615 -1.0628  -0.0455
Cl5 -4.5831 3.7018 5.7644  0.4905
C12 -6.2585 4.0916 5.3457  -1.0339
Cl6 -6.6862 5.7433 5.7961  0.5149
H18 -6.3768 3.9826 4.2749  0.0128
H19 -6.9106 3.4090 5.8753  0.0246
Cl7 0.6178 -4.8209 -2.9291  0.4995
C13 1.8818 -4.1295 -1.8986  -1.0151
Cl8 3.3239 -3.6955 -2.8226  0.5209
H20 1.5001 -3.2400 -1.4156  -0.0184
H21 2.1576 -4.8652 -1.1530  0.0249
Cl9 2.9571 -6.4916 4.3991  0.5408
C14 2.2349 -5.2867 3.3210  -1.0124
Cl10 1.2731 -4.0986 4.1988  0.5415
H22 3.0292 -4.7639 2.8031  0.0195
H23 1.5917 -5.8007 2.6181  0.0281
Cl11 3.9962 -4.2599 -7.4370  0.5310
C15 2.4601 -3.6847 -6.7674  -1.0133
Cl12 1.8000 -2.3427 -7.7073  0.5076
H24 1.7509 -4.5021 -6.7820  0.0248
H25 2.6280 -3.3491 -5.7524  -0.0132
Cl13 5.1088 -7.4485 8.6247  0.5026
C16 3.8083 -8.0273 7.5771  -1.0450
Cl14 3.8549 -9.7819 7.3656  0.4995
H26 2.8599 -7.7596 8.0249  0.0258
H27 3.9160 -7.5617 6.6064  -0.0505
Cl15 0.6625 0.8760 -3.7902  0.4804
C17 2.1013 1.3020 -2.8459  -1.0243
Cl16 3.4809 1.6658 -3.8884  0.4963
H28 1.8751 2.1776 -2.2507  -0.0062
H29 2.3539 0.4631 -2.2123  0.0166
Cl17 5.7201 2.6788 -6.0258  0.4838
C18 5.0919 4.0323 -6.9688  -1.0192
Cl18 4.4158 5.3045 -5.9423  0.4947
H30 5.9032 4.4535 -7.5483  0.0222
H31 4.3085 3.6629 -7.6183  0.0249
Cl19 8.4577 -2.5156 -7.5005  0.4982
C19 6.9443 -2.3670 -8.4041  -1.0436
Cl20 6.5734 -0.6853 -8.8058  0.4939
H32 7.0384 -2.9272 -9.3257  0.0247
H33 6.1385 -2.7582 -7.7965  -0.0504

Forces on atoms 1 to 6 (eV/Å):
N -0.19 0.37 0.55
C 0.39 -0.77 -0.77
C -0.10 0.55 0.22
C -0.34 -0.33 0.06
C 0.42 0.17 0.18
C -0.40 -0.33 -0.11

***

Q: Look up the net charge of the third one.
A: +1

***

Q: Which value of total energy does entry 3 give?
A: -2836.90398 hartree

***

Q: total energy of number 4 (C19H33Cl20F6NO4S)?
A: -11300.68556 hartree